Entry 1:
Density functional theory data (ωB97M-V with the def2-TZVPD basis set) for a structure of composition C34H72O22S7 in a non-equilibrium geometry.

Results
E ... -5779.0494 Ha
Multiplicity ... 1
Relative energy (zero: lowest compared OMol25 entry of this formula, charge and spin) ... 1267.1 kcal per mole

Element x y z (Å)
C  1.57094  6.46633  -2.38014
C  1.32331  5.13237  -3.19490
C  2.54445  4.23643  -3.37385
O  2.33728  3.07946  -2.65084
C  1.10377  3.07916  -2.13681
O  0.71654  2.16830  -1.42696
O  0.51416  4.22397  -2.39662
H  2.05581  6.20188  -1.44041
H  0.60643  6.91839  -2.14892
H  2.13499  7.26406  -2.86343
H  0.89973  5.38450  -4.16707
H  3.42061  4.76394  -2.99679
H  2.73289  4.14283  -4.44335
C  -2.34387  -2.57347  -2.11093
C  -3.38184  -1.78108  -1.32835
C  -3.89004  -2.26651  0.06295
O  -3.73278  -1.09507  0.91536
C  -3.08859  -0.16018  0.23627
O  -2.74545  0.92682  0.71487
O  -2.85323  -0.52660  -1.07522
H  -1.42511  -2.64328  -1.52858
H  -2.09523  -1.94015  -2.96250
H  -2.69045  -3.55631  -2.43034
H  -4.23918  -1.66938  -1.99213
H  -3.33960  -3.12183  0.45477
H  -4.89276  -2.67039  -0.07678
C  1.04719  -5.78514  -1.31771
C  1.15912  -4.41269  -0.72509
C  0.74583  -3.30217  -1.64393
O  -0.05103  -2.50190  -0.82095
C  -0.29991  -3.17557  0.36891
O  -1.06674  -2.86648  1.25522
O  0.30915  -4.34579  0.35593
H  1.74273  -5.80097  -2.15680
H  0.06504  -5.85043  -1.78593
H  1.34378  -6.62782  -0.69319
H  2.13087  -4.19687  -0.28096
H  0.21287  -3.69209  -2.51112
H  1.62457  -2.73128  -1.94393
C  -2.49491  -4.11033  4.22281
C  -1.97960  -3.24839  3.05820
C  -3.08366  -2.42134  2.38301
O  -2.53172  -1.12522  2.54755
C  -1.46197  -1.09198  3.35011
O  -0.90923  -0.04597  3.72816
O  -1.06620  -2.35581  3.71247
H  -3.17015  -3.58482  4.89807
H  -1.60247  -4.49967  4.71278
H  -3.02889  -4.94538  3.76933
H  -1.49562  -3.85345  2.29155
H  -4.02799  -2.47358  2.92486
H  -3.18200  -2.77609  1.35705
C  3.41183  0.91340  -1.16562
C  3.19891  0.25356  -2.55179
C  3.13314  -1.27098  -2.57676
O  1.70780  -1.55533  -2.75400
C  0.99436  -0.44267  -2.90264
O  -0.23205  -0.39820  -3.04616
O  1.89011  0.60566  -3.03240
H  3.01881  1.93008  -1.16694
H  4.47343  0.98887  -0.93029
H  2.94932  0.35396  -0.35246
H  3.96036  0.69701  -3.19337
H  3.53600  -1.70203  -1.66023
H  3.71391  -1.63041  -3.42624
C  -3.00022  2.95066  1.28157
S  -1.31368  2.92854  1.96179
O  -1.09810  3.97824  3.03438
C  -1.39160  1.31055  2.90873
H  -3.18247  2.07194  0.66293
H  -3.10526  3.81159  0.62138
H  -3.73058  3.03524  2.08625
H  -1.76713  0.57767  2.19462
H  -2.18651  1.48798  3.63314
H  -0.42009  0.98916  3.28417
C  0.77046  2.00714  -4.20716
S  -0.68705  1.89422  -5.30705
O  -0.06979  1.62068  -6.71775
C  -1.31277  0.23809  -4.77133
H  0.99896  3.05842  -4.03190
H  1.58461  1.45484  -4.67647
H  0.59395  1.47959  -3.26981
H  -0.57932  -0.56195  -4.87176
H  -2.28878  -0.04397  -5.16622
H  -1.45166  0.45949  -3.71313
C  3.42050  0.55599  4.53663
S  2.81439  -0.58242  3.23274
O  2.94698  -1.97816  3.77375
C  1.02080  -0.07404  3.20716
H  3.20763  1.60924  4.35371
H  4.49907  0.50814  4.68662
H  2.80722  0.43675  5.42981
H  0.30403  -0.55657  2.54268
H  1.04341  1.01480  3.16249
H  0.54964  -0.23569  4.17670
C  3.04253  3.06924  2.73300
S  1.25671  2.93338  2.31753
O  0.46952  4.25655  2.66168
C  1.46291  2.82725  0.45193
H  3.48095  3.99183  2.35257
H  3.59115  2.22386  2.31774
H  3.11281  3.19713  3.81319
H  2.06800  1.94939  0.22535
H  1.96318  3.67761  -0.01144
H  0.44259  2.68160  0.09717
C  -0.45777  0.69917  -0.99386
S  0.66789  -0.38616  -0.05833
O  1.70341  0.43009  0.75538
C  -0.59214  -1.04066  1.18080
H  -0.01376  1.09007  -1.90937
H  -0.75940  1.51689  -0.33931
H  -1.36408  0.17132  -1.29067
H  -1.06807  -0.32385  1.84997
H  -0.11565  -1.77729  1.82766
H  -1.33086  -1.69662  0.72024
C  1.56710  -2.93936  2.87149
S  1.67964  -4.78956  2.49389
O  2.64338  -5.43688  3.46970
C  -0.01108  -5.19550  3.11811
H  1.27462  -2.75013  3.90433
H  0.78424  -2.51793  2.24091
H  2.55359  -2.53342  2.64753
H  -0.65427  -4.99294  2.26173
H  -0.26025  -4.58646  3.98707
H  -0.00619  -6.24669  3.40634
C  -1.84183  4.18554  -1.25312
S  -2.95496  2.72467  -1.12867
O  -4.23027  3.21854  -1.80611
C  -2.16799  1.75195  -2.45430
H  -2.19369  4.99433  -0.61269
H  -1.87205  4.57472  -2.27083
H  -0.83489  3.87533  -0.97394
H  -2.26069  2.26593  -3.41104
H  -2.58881  0.74690  -2.48389
H  -1.08997  1.80813  -2.30319

Cartesian forces (eV/Å) of the 3 atoms listed first:
C -0.724 -1.244 -0.028
C 0.900 0.963 1.169
C 1.572 2.644 -0.886

Entry 2:
Density functional theory data (ωB97M-V with the def2-TZVPD basis set) for a cluster of 7 separate species, C34H73FN10O12S in total.

Results
E ... -3287.9001 Ha
Multiplicity ... 1

Element x y z (Å)
C  -5.48659  0.06516  -1.88341
C  -4.50499  -0.84789  -2.63656
C  -3.03409  -0.75474  -2.19298
C  -2.52333  -1.53777  -0.94624
C  -3.14647  -0.79252  0.27385
F  -2.73656  0.54415  0.29653
C  -3.01282  -1.32194  1.70196
C  -4.25253  -0.98457  2.55660
C  -3.04638  -3.00667  -0.80331
C  -4.53421  -3.16659  -0.40975
C  -5.26802  -4.40994  -0.90418
O  -6.64672  -4.02664  -0.97493
C  -5.10300  -5.61303  0.04693
N  -3.88478  -5.58348  0.85690
S  -2.50064  -4.00783  -2.18273
O  -2.69922  -5.40111  -1.94423
O  -2.92104  -3.42257  -3.42174
O  -0.95018  -3.79613  -2.00738
C  -0.40112  -2.45454  -2.13541
C  1.09812  -2.63734  -2.39318
C  2.14719  -2.70582  -1.29053
O  2.40123  -4.10559  -1.06662
C  3.43226  -2.00130  -1.70629
N  4.37766  -1.84108  -0.60018
C  -0.90812  -1.55243  -0.98341
N  -0.40928  -1.83580  0.33911
C  -0.32194  -2.91131  0.99901
C  -0.50155  -4.34629  0.56744
C  0.15679  -2.77057  2.42554
N  -0.38507  -0.16615  -1.25527
C  0.00610  0.25539  -2.60381
C  0.64257  0.27015  -0.33498
C  0.24734  1.09976  0.84729
O  1.81274  0.11419  -0.61569
H  -6.01212  -0.46926  -1.08812
H  -6.25579  0.45527  -2.54953
H  -4.97370  0.89257  -1.39396
H  -4.49428  -0.55142  -3.68869
H  -4.87962  -1.86897  -2.66567
H  -2.44034  -1.01028  -3.06209
H  -2.82398  0.29428  -1.98190
H  -4.20874  -0.73049  0.04976
H  -2.14043  -0.84489  2.14014
H  -2.82762  -2.39476  1.71903
H  -4.79470  -1.88379  2.85194
H  -4.94081  -0.32840  2.02220
H  -3.96643  -0.47512  3.47754
H  -2.46289  -3.44635  0.00661
H  -5.12543  -2.31255  -0.71639
H  -4.59448  -3.17838  0.68054
H  -4.94697  -4.67057  -1.91205
H  -7.18629  -4.82304  -1.02411
H  -5.11351  -6.52719  -0.54714
H  -6.00022  -5.62367  0.68065
H  -4.04077  -5.05230  1.70425
H  -3.60694  -6.51489  1.13227
H  -0.80244  -2.06989  -3.07028
H  1.17173  -3.57773  -2.94325
H  1.40160  -1.87255  -3.10939
H  1.82203  -2.26036  -0.34692
H  3.06129  -4.18288  -0.36745
H  3.89598  -2.57758  -2.51178
H  3.16790  -1.01887  -2.10646
H  5.19539  -2.42708  -0.68987
H  3.95810  -1.98855  0.30731
H  -0.16207  -4.52816  -0.44814
H  0.07296  -4.98305  1.24095
H  -1.54358  -4.67702  0.62791
H  -0.51487  -3.31596  3.09396
H  1.14176  -3.23403  2.53099
H  0.22289  -1.72758  2.72101
H  -0.68131  -0.11283  -3.35557
H  1.02213  -0.03490  -2.87896
H  -0.04796  1.34600  -2.64969
H  -0.21313  2.03164  0.51253
H  1.14486  1.31702  1.42611
H  -0.47710  0.58727  1.46421
C  6.99653  0.48836  -5.20380
C  6.36428  -0.57613  -4.33740
N  5.92483  -0.17600  -3.11638
O  6.25034  -1.72930  -4.70858
H  6.43575  0.55726  -6.13434
H  8.01289  0.18144  -5.44422
H  7.02282  1.46764  -4.72779
H  6.00330  0.76742  -2.78729
H  5.50193  -0.86990  -2.52385
C  -4.17506  3.22699  1.63127
C  -5.49569  2.51565  1.72433
N  -6.21950  2.72224  2.85269
O  -5.91530  1.80514  0.82073
H  -4.21831  3.84888  0.74035
H  -3.38237  2.48892  1.51925
H  -3.96777  3.86783  2.48723
H  -5.89799  3.31966  3.59070
H  -7.11617  2.27400  2.93348
C  -7.32863  6.69329  -0.91176
C  -6.46681  5.50758  -0.54776
N  -6.89483  4.29593  -0.98324
O  -5.44978  5.62677  0.11423
H  -6.72535  7.40194  -1.47672
H  -7.65152  7.18135  0.00620
H  -8.20411  6.42093  -1.49919
H  -7.73731  4.18595  -1.51516
H  -6.37863  3.47066  -0.71082
C  3.57965  5.00247  0.71861
C  4.19992  3.68372  1.10175
N  3.65622  2.57737  0.55543
O  5.15076  3.63218  1.87073
H  4.34669  5.62699  0.26323
H  3.23703  5.49964  1.62447
H  2.74461  4.89524  0.02825
H  2.87466  2.60207  -0.07383
H  4.03856  1.67608  0.78865
C  9.52549  4.63970  2.68072
C  9.14387  4.57961  1.21839
N  7.95473  3.98551  0.95040
O  9.85322  5.03755  0.34041
H  9.66555  5.68318  2.95823
H  10.47709  4.12617  2.81157
H  8.77909  4.19677  3.33973
H  7.34603  3.61913  1.65777
H  7.66094  3.93614  -0.00964
C  7.65187  1.09409  5.81050
C  7.04442  2.16361  4.92871
N  6.51998  1.73873  3.74982
O  7.03785  3.33459  5.25685
H  7.14058  1.10382  6.77163
H  8.69828  1.34022  5.98290
H  7.58638  0.09517  5.38058
H  6.55929  0.77535  3.47580
H  6.09623  2.41455  3.12526

Cartesian forces (eV/Å) of the 3 atoms listed first:
C 0.082 -0.325 0.147
C -0.104 0.241 -0.187
C -0.036 -0.082 0.140